No. 1
The following is a DFT calculation (ωB97M-V/def2-TZVPD) of a molecular structure, C23H42B2ClF3Li2N2O13P.

Geometry as XYZ:
```
89
Properties=species:S:1:pos:R:3
C 3.01 -1.57 2.90
C 2.44 -0.28 2.34
F 3.42 0.49 1.73
C 1.62 0.56 3.30
B 0.47 -0.36 3.91
P -0.95 -0.93 2.81
N -1.94 0.25 2.37
H 2.40 -2.42 2.60
H 4.02 -1.73 2.54
H 3.06 -1.55 3.99
H 1.73 -0.54 1.52
H 1.17 1.37 2.72
H 2.26 1.00 4.07
H 0.56 -0.71 5.06
H -1.61 -2.02 3.41
H -0.38 -1.52 1.62
H -1.63 1.12 2.80
Li -0.68 1.53 5.34
C 7.51 3.91 0.19
C 7.97 3.20 1.44
O 8.78 3.69 2.21
N 7.43 1.97 1.69
C 6.46 1.24 0.89
H 8.02 4.87 0.14
H 7.76 3.33 -0.70
H 6.44 4.09 0.21
H 7.78 1.55 2.53
H 5.58 1.03 1.49
H 6.90 0.28 0.58
H 6.17 1.79 0.01
O -4.15 2.15 5.72
H -4.08 1.31 5.26
H -5.01 2.50 5.40
B -9.16 4.36 4.45
O -8.77 4.11 5.90
C -7.66 3.43 5.93
O -7.03 3.04 6.87
C -7.19 3.18 4.48
O -6.15 2.61 4.21
O -8.05 3.70 3.66
F -9.18 5.71 4.19
F -10.37 3.77 4.17
Li 0.46 -0.46 0.12
C 4.38 0.95 -4.96
C 4.81 -0.08 -4.14
C 4.36 -0.16 -2.83
C 3.44 0.77 -2.37
C 3.03 1.81 -3.18
C 3.50 1.90 -4.48
H 4.74 1.01 -5.98
H 5.51 -0.82 -4.52
H 4.71 -0.95 -2.18
H 3.09 0.71 -1.34
H 2.34 2.55 -2.80
H 3.17 2.71 -5.12
Cl 1.40 -0.71 -3.76
C -5.83 -0.32 0.87
C -6.35 0.70 1.96
O -7.53 0.29 2.38
H -6.51 -0.34 0.02
H -4.85 0.01 0.52
H -5.74 -1.32 1.29
H -6.30 1.70 1.48
H -5.53 0.73 2.72
C -10.97 -1.02 0.56
C -10.50 -0.52 1.91
O -11.60 0.33 2.30
C -12.70 -0.07 1.64
O -13.81 0.31 1.86
O -12.39 -0.98 0.68
H -10.64 -2.03 0.34
H -10.67 -0.36 -0.26
H -10.40 -1.32 2.64
H -9.57 0.03 1.85
C 7.28 -4.71 -9.01
C 7.69 -5.37 -7.70
O 7.34 -4.57 -6.57
C 6.05 -4.63 -6.21
O 5.20 -5.30 -6.74
O 5.87 -3.82 -5.18
C 4.51 -3.72 -4.72
H 7.68 -3.70 -9.07
H 7.65 -5.29 -9.85
H 6.20 -4.64 -9.08
H 8.78 -5.46 -7.66
H 7.27 -6.36 -7.61
H 4.09 -4.70 -4.53
H 3.90 -3.19 -5.45
H 4.53 -3.14 -3.80
```

Properties
- Kohn-Sham gap (eV) = 2.14
- M (g mol⁻¹) = 713.52
- total charge = -1
- highest occupied orbital energy (eV) = -5.0
- E (eV) = -85857.6338

---

No. 2
The following is a DFT calculation (ωB97M-V/def2-TZVPD) of 13 unconnected molecules or ions with the total composition C4H35N2O13.

Geometry as XYZ:
```
54
Properties=species:S:1:pos:R:3
C 1.79 0.88 1.65
C 2.42 1.99 0.80
C 1.33 2.71 0.00
O 1.17 4.00 0.52
N 1.72 -0.39 0.90
C 0.37 -1.02 1.08
N -0.07 -1.78 -0.16
H 2.15 0.75 2.67
H 0.80 1.25 2.10
H 2.82 2.80 1.42
H 3.27 1.57 0.19
H 1.61 2.80 -1.12
H 0.37 2.17 -0.02
H 1.90 -0.26 -0.11
H 0.33 -1.75 1.86
H -0.36 -0.21 1.33
H 0.71 -2.29 -0.53
H -0.34 -1.05 -0.79
H -4.09 -1.25 0.16
H -4.09 0.01 -0.72
O -4.63 -0.74 -0.47
H 0.83 -0.15 -2.94
H 0.11 1.00 -2.24
O 0.99 0.64 -2.43
H -0.16 -1.47 -4.28
H 0.07 -2.35 -3.02
O 0.52 -1.77 -3.66
H -3.34 -2.10 1.69
H -2.49 -2.64 0.52
O -3.37 -2.70 0.91
H -2.97 2.43 0.51
H -1.58 3.08 -1.66
O -2.59 1.57 0.76
H -0.80 3.74 -2.72
H 0.35 4.49 0.37
O -1.38 3.96 -1.99
H 2.89 -2.22 1.64
H 4.28 -2.17 1.89
O 3.50 -2.48 2.39
H -1.81 -0.21 -1.91
H -2.91 -1.27 -1.57
O -2.12 -1.16 -2.10
H 1.52 -1.39 3.44
H 2.35 -2.47 4.06
O 1.49 -2.00 4.18
H 4.55 -1.72 -1.75
H 3.14 -1.94 -2.25
O 3.94 -2.42 -1.98
H -2.00 1.48 -0.14
H -2.23 1.38 -2.00
O -1.45 1.30 -1.43
H -2.59 -0.38 3.02
H -2.79 0.24 1.67
O -3.15 -0.47 2.26
```

Properties
- Kohn-Sham gap (eV) = 9.08
- M (g mol⁻¹) = 319.32
- relative energy (zero: lowest compared OMol25 entry of this formula, charge and spin) (eV) = 2.243
- total charge = -1
- highest occupied orbital energy (eV) = -6.6
- E (eV) = -34315.7676

---

No. 3
The following is a DFT calculation (ωB97M-V/def2-TZVPD) of 2 unconnected molecules or ions with the total composition H5NOSSi.

Geometry as XYZ:
```
9
Properties=species:S:1:pos:R:3
N 1.08 0.82 1.10
O -0.27 -2.01 -1.56
Si -0.63 -0.53 -1.02
S -2.25 -0.75 0.59
H 1.50 1.67 0.73
H 0.26 1.11 1.63
H 0.53 -2.49 -1.21
H -1.19 0.02 -2.33
H -1.45 -0.57 1.67
```

Properties
- Kohn-Sham gap (alpha / beta) (eV) = 6.89 / 6.89
- M (g mol⁻¹) = 95.20
- relative energy (zero: lowest compared OMol25 entry of this formula, charge and spin) (eV) = 4.724
- total charge = 0
- highest occupied orbital energy (alpha / beta) (eV) = -8.6 / -8.6
- E (eV) = -22329.5002

---

No. 4
The following is a DFT calculation (ωB97M-V/def2-TZVPD) of a molecular structure, C25H23KN8O2S5.

Geometry as XYZ:
```
64
Properties=species:S:1:pos:R:3
K -2.02 -0.71 -0.72
N 3.41 -6.93 -0.50
C 2.64 -5.84 -0.94
C 2.85 -5.29 -2.20
C 2.06 -4.23 -2.64
C 1.06 -3.73 -1.82
C 0.83 -4.28 -0.57
C 1.62 -5.34 -0.13
S 0.07 -2.35 -2.36
O -1.29 -2.70 -2.00
O 0.32 -2.17 -3.77
N 0.44 -1.10 -1.46
C 1.69 -0.58 -1.46
N 1.83 0.58 -0.77
C 3.01 1.17 -0.81
C 4.10 0.66 -1.50
C 3.89 -0.57 -2.09
N 2.72 -1.20 -2.08
H 4.32 -6.99 -0.93
H 3.45 -7.04 0.50
H 3.63 -5.69 -2.84
H 2.22 -3.77 -3.61
H 0.04 -3.89 0.05
H 1.44 -5.77 0.84
H 3.09 2.11 -0.25
H 5.05 1.17 -1.55
H 4.70 -1.10 -2.60
C -4.07 3.34 2.38
C -3.54 3.36 3.66
C -2.45 2.55 3.96
C -1.92 1.75 2.96
N -2.42 1.74 1.73
C -3.47 2.50 1.44
C -0.73 0.86 3.18
C -0.13 0.70 4.42
C 0.95 -0.16 4.55
C 1.40 -0.84 3.44
C 0.76 -0.61 2.23
N -0.27 0.22 2.11
H -4.92 3.95 2.10
H -3.97 4.00 4.42
H -2.03 2.56 4.95
H -3.85 2.44 0.42
H -0.50 1.24 5.28
H 1.42 -0.29 5.51
H 2.23 -1.53 3.50
H 1.08 -1.09 1.32
S -4.23 1.10 -1.97
S -5.55 -0.25 -1.17
S -5.68 -0.11 0.92
S -4.58 -1.66 1.69
N -0.26 3.24 0.25
C -0.63 3.53 -1.04
C -0.77 4.85 -1.49
C -1.01 5.08 -2.82
C -1.12 4.00 -3.69
C -1.01 2.73 -3.15
N -0.77 2.49 -1.86
H -0.58 3.87 0.97
H -0.35 2.25 0.49
H -0.67 5.68 -0.78
H -1.11 6.09 -3.19
H -1.31 4.13 -4.75
H -1.11 1.84 -3.77
```

Properties
- Kohn-Sham gap (eV) = 3.88
- M (g mol⁻¹) = 666.95
- relative energy (zero: lowest compared OMol25 entry of this formula, charge and spin) (eV) = 0.816
- total charge = -2
- highest occupied orbital energy (eV) = 0.0
- E (eV) = -112819.3297

---

No. 5
The following is a DFT calculation (ωB97M-V/def2-TZVPD) of 2 unconnected molecules or ions with the total composition C3H10NO.

Geometry as XYZ:
```
15
Properties=species:S:1:pos:R:3
C 0.67 1.22 2.34
O 1.11 1.22 1.05
H 0.24 2.14 2.75
H -0.01 0.31 2.62
H 1.61 0.93 2.95
C -1.16 0.34 -1.34
N -0.32 -0.67 -1.95
C 0.24 -1.53 -0.91
H -2.08 -0.16 -0.86
H -0.71 0.91 -0.39
H -1.45 1.04 -1.95
H 0.51 -0.19 -2.32
H 0.53 -1.22 0.08
H 1.20 -1.99 -1.23
H -0.39 -2.35 -0.83
```

Properties
- Kohn-Sham gap (eV) = 6.39
- M (g mol⁻¹) = 76.12
- relative energy (zero: lowest compared OMol25 entry of this formula, charge and spin) (eV) = 2.208
- total charge = -1
- highest occupied orbital energy (eV) = -2.0
- E (eV) = -6808.5672

---

No. 6
The following is a DFT calculation (ωB97M-V/def2-TZVPD) of 2 unconnected molecules or ions with the total composition C9H12N2O.

Geometry as XYZ:
```
24
Properties=species:S:1:pos:R:3
C -4.27 1.05 0.94
C 0.06 -0.84 -0.02
C -0.65 -2.01 0.16
C -0.19 1.62 -0.32
C 1.39 -0.91 0.23
C -0.72 0.36 -0.56
C -0.96 0.25 -2.10
C 2.92 0.56 1.47
C 2.39 0.14 0.08
N -3.28 0.63 0.58
N -1.22 -3.00 0.35
O 0.04 2.71 -0.18
H -5.20 1.44 1.27
H 1.77 -1.85 0.64
H -1.77 0.42 -0.06
H -0.04 0.02 -2.63
H -1.37 1.17 -2.51
H -1.68 -0.55 -2.28
H 3.74 1.26 1.35
H 3.30 -0.30 2.02
H 2.14 1.03 2.06
H 3.25 -0.28 -0.46
H 2.02 1.00 -0.47
H -1.66 -3.90 0.44
```

Properties
- Kohn-Sham gap (eV) = 10.12
- M (g mol⁻¹) = 164.21
- relative energy (zero: lowest compared OMol25 entry of this formula, charge and spin) (eV) = 0.000
- total charge = +2
- highest occupied orbital energy (eV) = -18.5
- E (eV) = -14534.8010

---

No. 7
The following is a DFT calculation (ωB97M-V/def2-TZVPD) of a molecular structure, C22H24Br2IrN2O2Si.

Geometry as XYZ:
```
54
Properties=species:S:1:pos:R:3
Ir 0.33 0.58 -0.26
C -3.52 4.35 -2.07
C -3.10 2.92 -1.88
C -3.90 1.85 -2.27
C -3.49 0.54 -2.07
C -2.27 0.35 -1.48
Br -1.52 -1.35 -1.12
N -1.47 1.35 -1.09
C -1.88 2.62 -1.29
H -4.44 4.41 -2.64
H -2.75 4.91 -2.61
H -3.68 4.84 -1.11
H -4.86 2.05 -2.74
H -4.10 -0.30 -2.37
H -1.20 3.39 -0.95
C 3.08 -1.16 -3.51
Si 2.58 0.42 -2.66
C 0.97 1.04 -3.39
C 3.87 1.76 -2.65
N 2.18 0.00 -0.91
C 3.03 -0.63 -0.08
C 2.57 -1.21 1.14
C 3.44 -1.87 1.97
C 4.79 -1.97 1.65
C 5.27 -1.41 0.46
C 4.42 -0.76 -0.39
H 3.26 -0.93 -4.57
H 2.28 -1.90 -3.47
H 3.98 -1.61 -3.12
H 1.14 1.18 -4.46
H 0.66 2.01 -3.00
H 0.15 0.33 -3.30
H 3.72 2.42 -3.51
H 4.88 1.38 -2.72
H 3.81 2.38 -1.76
H 1.52 -1.18 1.39
H 3.07 -2.32 2.88
H 5.47 -2.49 2.31
H 6.32 -1.49 0.21
H 4.80 -0.31 -1.29
Br 0.12 2.82 5.38
C 0.68 3.58 3.74
C 1.15 4.88 3.69
C 1.55 5.39 2.46
C 1.48 4.61 1.31
C 1.01 3.31 1.39
C 0.59 2.78 2.61
C 0.07 1.40 2.77
O -0.25 1.03 3.94
O -0.08 0.57 1.83
H 1.21 5.49 4.58
H 1.92 6.40 2.40
H 1.81 5.01 0.37
H 0.95 2.69 0.49
```

Properties
- Kohn-Sham gap (alpha / beta) (eV) = 8.30 / 6.70
- M (g mol⁻¹) = 728.56
- relative energy (zero: lowest compared OMol25 entry of this formula, charge and spin) (eV) = 0.000
- total charge = +2
- multiplicity = 6
- highest occupied orbital energy (alpha / beta) (eV) = -14.0 / -15.1
- E (eV) = -181063.0467

---

No. 8
The following is a DFT calculation (ωB97M-V/def2-TZVPD) of a molecular structure, C18H33AsCuN3OPS4.

Geometry as XYZ:
```
62
Properties=species:S:1:pos:R:3
Cu -0.15 -0.30 0.59
S -4.33 0.41 0.92
As -2.51 1.47 0.61
S -1.05 0.96 2.23
S -1.35 0.61 -1.05
S -2.73 3.58 0.39
N 6.51 1.47 1.47
C 5.38 0.68 1.54
O 5.40 -0.35 2.16
C 4.19 1.16 0.78
C 4.24 2.21 -0.12
C 3.08 2.60 -0.77
C 1.90 1.92 -0.49
N 1.85 0.91 0.36
C 2.96 0.53 0.98
H 7.21 1.22 2.15
H 6.39 2.46 1.32
H 5.17 2.72 -0.34
H 3.08 3.42 -1.47
H 0.94 2.18 -0.95
H 2.90 -0.30 1.67
C -2.42 -2.99 -0.68
C -1.30 -4.05 -0.74
C -1.84 -5.41 -0.30
C -0.90 -4.14 -2.22
P 0.21 -3.34 0.19
N 0.47 -1.89 -0.24
C -0.11 -3.64 2.06
C 0.06 -5.07 2.57
C -1.54 -3.15 2.38
C 0.82 -2.72 2.89
C 1.75 -4.40 -0.30
C 2.83 -4.12 0.75
C 1.57 -5.92 -0.43
C 2.30 -3.84 -1.63
H -3.10 -3.13 -1.53
H -2.03 -1.97 -0.75
H -3.03 -3.05 0.23
H -2.62 -5.72 -1.01
H -2.31 -5.38 0.68
H -1.08 -6.20 -0.30
H -1.81 -4.26 -2.82
H -0.25 -5.00 -2.43
H -0.40 -3.22 -2.54
H -0.52 -5.79 1.99
H -0.30 -5.12 3.61
H 1.10 -5.39 2.57
H -2.30 -3.85 2.03
H -1.75 -2.16 1.97
H -1.64 -3.07 3.47
H 1.86 -3.05 2.89
H 0.47 -2.70 3.92
H 0.79 -1.70 2.52
H 2.64 -4.64 1.70
H 2.92 -3.05 0.94
H 3.80 -4.48 0.37
H 1.16 -6.38 0.46
H 2.56 -6.38 -0.61
H 0.94 -6.18 -1.28
H 2.16 -2.76 -1.66
H 1.83 -4.29 -2.50
H 3.38 -4.05 -1.68
```

Properties
- Kohn-Sham gap (alpha / beta) (eV) = 4.74 / 4.74
- M (g mol⁻¹) = 605.19
- relative energy (zero: lowest compared OMol25 entry of this formula, charge and spin) (eV) = 0.085
- total charge = -2
- multiplicity = 2
- highest occupied orbital energy (alpha / beta) (eV) = -0.8 / -0.8
- E (eV) = -183830.9231